(1)
A 15-piece molecular cluster, C19H68N20O15 overall, computed with ωB97M-V/def2-TZVPD.

Structure (XYZ):
```
122
Properties=species:S:1:pos:R:3:forces:R:3
C -2.027934 -3.250762 3.592844 0.22 1.08 0.63
C -2.579934 -2.261762 2.526844 -0.53 -0.29 0.26
O -1.473934 -1.513762 1.950844 -0.30 -2.79 -1.92
H -1.779934 -2.801762 4.542844 -0.23 0.70 0.52
H -1.059934 -3.679762 3.327844 -0.33 -0.02 -0.82
H -2.676934 -4.075762 3.837844 -0.46 -0.21 -0.31
H -3.323934 -1.451762 2.707844 0.28 -0.90 1.25
H -3.154934 -2.971762 1.864844 1.39 1.10 -0.45
H -1.318934 -0.669762 2.326844 -0.33 0.64 1.31
C -2.671934 3.172238 -1.377156 -0.90 0.80 -1.58
C -1.423934 3.852238 -1.817156 0.25 -1.30 -2.97
O -1.018934 4.812238 -0.947156 0.81 3.04 2.09
H -3.457934 3.919238 -1.238156 -0.08 0.03 -0.17
H -2.599934 2.668238 -0.482156 0.50 -1.18 1.94
H -3.017934 2.455238 -2.110156 -0.12 -0.07 -0.29
H -1.583934 4.363238 -2.778156 -0.18 -0.49 -0.11
H -0.546934 3.209238 -2.027156 -0.64 -0.03 0.36
H -1.571934 5.599238 -1.085156 0.23 -0.29 0.06
C 2.644066 3.294238 -1.791156 1.95 1.18 2.07
C 2.091066 4.737238 -2.047156 -0.24 -1.92 -1.97
O 2.151066 5.548238 -0.960156 -0.21 1.90 3.28
H 2.778066 2.743238 -2.678156 -0.03 -0.27 -1.43
H 2.049066 2.589238 -1.124156 0.73 1.38 -0.55
H 3.750066 3.411238 -1.370156 -2.47 -0.37 -0.47
H 1.059066 4.703238 -2.337156 -0.67 -0.50 -0.59
H 2.593066 5.311238 -2.815156 0.58 -0.75 -0.85
H 1.471066 6.243238 -1.035156 0.58 -0.48 -0.04
C -4.419934 -1.434762 -0.223156 -2.55 0.44 0.59
C -4.052934 -0.034762 0.122844 0.22 0.46 -0.45
O -2.646934 0.067238 -0.231156 -1.42 0.93 -1.16
H -5.266934 -1.779762 0.376844 0.15 -0.13 0.10
H -3.594934 -2.056762 -0.096156 1.07 -1.20 0.34
H -4.770934 -1.455762 -1.228156 0.04 -0.34 -1.01
H -4.286934 0.257238 1.161844 0.59 -0.15 -0.22
H -4.578934 0.660238 -0.535156 -0.08 0.13 0.13
H -2.203934 0.158238 0.579844 1.24 -0.26 1.46
C -1.214934 4.848238 2.955844 -3.36 -7.88 3.32
O -1.497934 4.162238 4.111844 1.62 2.90 -5.69
N -0.738934 5.989238 2.950844 3.66 8.28 2.26
N -1.309934 4.319238 1.697844 -0.94 -1.46 0.36
H -0.535934 6.305238 3.946844 -0.26 0.09 -2.09
H -0.378934 6.536238 2.110844 -0.83 -1.25 1.91
H -1.505934 3.282238 1.763844 -0.17 1.71 -0.25
H -1.185934 4.764238 0.764844 -0.67 -0.14 0.90
C -0.803934 -4.582762 0.174844 -5.02 -0.37 7.48
O -1.780934 -4.856762 1.092844 3.88 0.49 -4.90
N -0.193934 -3.447762 0.224844 2.05 3.59 0.37
N -0.321934 -5.345762 -0.741156 0.15 -5.97 -2.90
H -0.458934 -2.791762 0.947844 -0.20 0.23 0.08
H 0.736066 -3.273762 -0.250156 -1.35 -0.36 0.69
H 0.642066 -5.300762 -1.117156 -0.72 0.25 0.58
H -0.698934 -6.319762 -0.724156 0.45 1.23 0.01
C 2.616066 -4.426762 -1.246156 4.36 -4.94 4.14
O 3.436066 -5.027762 -0.329156 -3.60 2.78 -4.20
N 2.018066 -5.061762 -2.243156 -0.77 -3.67 -1.82
N 2.180066 -3.228762 -1.191156 1.07 4.00 2.47
H 2.077066 -6.082762 -2.301156 0.58 0.69 0.11
H 1.326066 -4.638762 -2.922156 1.45 -0.16 0.71
H 2.675066 -2.599762 -0.582156 0.16 0.31 0.16
H 1.608066 -2.729762 -1.892156 0.46 -0.11 -0.08
C 0.669066 0.411238 0.776844 -1.55 -5.39 -3.59
O 0.551066 -0.719762 0.065844 0.75 3.98 2.66
N 0.952066 0.473238 2.045844 3.57 -1.58 1.97
N 0.162066 1.524238 0.328844 -0.19 3.23 -2.34
H 1.460066 -0.416762 2.314844 -0.07 1.26 0.29
H 1.174066 1.429238 2.492844 0.36 -2.05 -1.37
H -0.102934 1.410238 -0.662156 -0.11 0.79 0.29
H 0.498066 2.488238 0.695844 -0.07 -1.50 -1.17
C 0.052066 0.948238 -3.211156 -3.39 3.24 -7.97
O -0.404934 1.501238 -4.404156 1.98 -2.14 6.45
N 1.240066 0.529238 -3.058156 9.01 0.92 -1.98
N -0.629934 0.621238 -2.168156 -5.46 -0.81 2.72
H 1.997066 0.943238 -3.743156 -2.14 -1.55 1.75
H 1.627066 0.237238 -2.139156 -0.06 0.79 -0.44
H -1.634934 0.823238 -2.345156 0.91 -0.72 0.71
H -0.387934 -0.209762 -1.507156 -0.22 1.72 -1.26
C 2.166066 3.442238 1.817844 9.11 0.14 -5.42
O 3.501066 3.297238 1.340844 -6.86 0.74 2.85
N 1.786066 2.874238 2.885844 1.09 -3.22 7.17
N 1.192066 3.908238 1.093844 -1.74 3.35 -2.27
H 2.495066 2.413238 3.563844 -1.54 1.55 -1.70
H 0.856066 3.000238 3.238844 -0.46 0.57 0.63
H 1.527066 4.450238 0.262844 -0.13 -0.40 0.65
H 0.187066 4.258238 1.455844 2.34 -1.23 -0.21
C 4.248066 -0.358762 0.098844 -4.66 0.58 -5.07
O 3.185066 -0.187762 -0.848156 5.68 -1.08 4.38
N 5.351066 -1.105762 -0.083156 1.50 -0.51 -1.03
N 4.149066 0.207238 1.259844 0.57 1.00 4.43
H 5.587066 -1.363762 -1.046156 -0.40 0.07 0.67
H 6.188066 -0.995762 0.531844 -1.41 -0.01 -0.79
H 3.318066 0.762238 1.492844 0.85 -0.30 -0.48
H 4.833066 0.019238 2.090844 -1.77 0.54 -2.49
C -2.100934 1.275238 3.055844 -8.07 -1.58 6.04
O -3.371934 1.185238 3.674844 6.60 0.51 -3.24
N -1.020934 0.706238 3.562844 0.26 -0.11 2.26
N -1.957934 1.816238 1.896844 1.40 0.43 -3.22
H -1.067934 0.400238 4.531844 -0.19 0.07 -0.50
H -0.141934 0.662238 3.015844 -1.15 -0.25 0.83
H -2.769934 2.129238 1.405844 -0.57 -0.24 -0.01
H -1.024934 1.683238 1.348844 -2.04 0.00 0.31
C 1.139066 -2.615762 -3.957156 4.31 1.39 -5.42
O 2.043066 -2.195762 -4.795156 -2.91 -0.84 3.31
N 0.610066 -3.800762 -4.111156 -0.63 -4.87 -4.21
N 0.743066 -2.031762 -2.857156 -0.91 4.07 0.71
H 0.836066 -4.340762 -5.038156 -0.57 1.76 2.45
H -0.298934 -3.967762 -3.693156 -0.05 0.22 -0.65
H 1.011066 -0.984762 -3.035156 -0.69 -2.04 0.69
H -0.183934 -2.233762 -2.404156 0.99 0.64 -1.00
C -2.284934 -2.888762 -2.662156 -6.36 5.49 -5.32
O -3.181934 -2.399762 -3.552156 3.45 -2.50 3.89
N -1.710934 -4.015762 -2.804156 1.49 -6.05 -0.49
N -1.777934 -2.102762 -1.754156 -0.26 3.51 3.61
H -2.136934 -4.722762 -3.418156 0.06 0.81 0.47
H -1.022934 -4.406762 -2.116156 -1.37 0.27 -0.31
H -2.282934 -1.198762 -1.482156 0.84 -1.83 -0.86
H -1.289934 -2.457762 -0.915156 -0.44 -0.21 -0.52
C 1.551066 -2.605762 3.054844 0.16 -1.13 1.38
O 2.472066 -1.583762 2.771844 1.69 -0.55 0.00
H 1.095066 -2.893762 2.139844 -0.93 -0.28 -0.34
H 0.901066 -2.267762 3.853844 -0.54 0.10 -0.31
H 2.069066 -3.483762 3.467844 -0.07 0.12 -0.12
H 3.203066 -2.101762 2.386844 -0.08 1.01 -0.13
```
Positions in Å, forces in eV/Å.

gap between HOMO and LUMO	8.442	eV
HOMO	-9.1	eV
energy relative to the best compared isomer or geometry (same formula, charge and spin)	89.2	kcal per mole
total charge	0
2S+1	1

(2)
A 3-piece molecular cluster, C2H3N3O2S overall, computed with ωB97M-V/def2-TZVPD.

Structure (XYZ):
```
11
Properties=species:S:1:pos:R:3:forces:R:3
C 0.425425 -2.423273 -0.059991 0.13 -0.65 -0.08
C -1.273788 1.209221 -0.035627 0.48 2.09 -0.03
N 0.364629 -1.482839 0.591787 -0.15 -0.33 -0.10
N -0.189478 1.577796 0.033520 1.27 -0.82 -0.34
N -2.591838 1.318237 0.026647 0.74 -2.10 -0.68
O 2.608925 -0.411897 -1.229630 0.01 0.32 0.47
O 3.368840 0.058188 1.056920 0.22 -0.22 0.35
S 2.539496 0.412636 -0.048001 0.12 -0.06 -0.89
H 0.527994 -3.351534 -0.619279 -0.11 0.74 0.29
H -2.970121 1.881103 -0.693884 -0.98 0.57 0.11
H -2.810082 1.212360 0.977534 -1.75 0.44 0.90
```
Positions in Å, forces in eV/Å.

gap between HOMO and LUMO	9.969	eV
HOMO	-10.1	eV
energy relative to the best compared isomer or geometry (same formula, charge and spin)	41.5	kcal per mole
total charge	0
2S+1	1

(3)
C25H29N3O6S as an isolated structure, computed with ωB97M-V/def2-TZVPD.

Structure (XYZ):
```
64
Properties=species:S:1:pos:R:3:forces:R:3
C -0.087075 -1.905430 2.379324 -1.63 1.30 -2.31
H 0.469403 -2.669934 2.939742 -0.41 0.44 0.03
O 0.995191 -0.917915 1.776240 -3.66 -2.99 2.16
C 1.938130 -1.555841 1.079276 0.20 -1.48 -1.93
C 2.045943 -3.024021 0.588305 -11.49 8.99 8.38
C 3.085039 -3.373454 0.082518 8.78 -7.24 -5.89
C 4.052253 -2.541347 -0.168266 6.76 8.75 -3.39
C 3.991188 -1.034401 -0.103924 -2.27 -1.46 3.19
C 2.845608 -0.580529 0.644289 3.06 -2.34 -1.87
C 2.877675 0.737773 1.047819 0.32 5.69 0.62
C 3.734692 1.857248 0.678358 -0.25 -14.61 -2.78
C 4.846733 1.297121 -0.207922 0.14 -1.62 1.65
O 5.866490 1.735936 -0.634717 1.99 5.09 -1.26
N 4.996313 -0.067340 -0.309159 -1.60 -6.69 -2.18
H 5.759303 -0.532883 -0.989747 -1.93 2.24 2.21
C 3.591159 3.103560 1.001835 2.85 8.64 -2.37
H 4.687525 3.423491 0.996209 -1.22 0.69 0.80
H 3.064432 3.279312 1.871862 -1.20 0.89 1.58
C 3.018011 3.876226 -0.381018 -5.73 -3.03 7.35
N 1.669835 3.085511 -0.482507 4.47 -1.49 -4.00
C 0.487435 3.305998 -0.051623 -1.02 8.64 6.99
O 0.179044 4.464190 0.739453 1.68 -5.08 -4.24
C -0.443359 2.281135 0.108916 -1.72 -4.73 -2.41
C -1.355700 2.138683 1.323232 4.77 -1.07 -8.77
C -2.135971 1.172839 1.062469 -6.39 -3.36 8.63
C -2.038632 0.024767 0.342399 -0.98 -2.02 -2.75
C -1.290860 -0.109112 -0.758267 2.82 12.21 5.75
C -0.420919 1.323262 -0.942444 -8.72 -2.77 11.07
H 0.089792 1.186323 -1.676358 6.42 -0.24 -8.63
H -1.278622 -0.772769 -1.398308 0.32 -6.67 -6.03
S -3.153446 -1.333396 0.526683 0.24 -7.12 2.02
O -2.566030 -2.560726 -0.239382 -0.67 4.27 2.35
O -3.393277 -1.538576 2.001725 0.62 1.05 -3.49
N -4.638188 -1.299344 -0.184403 -1.09 3.12 2.54
C -4.697420 -1.256096 -1.600311 5.95 1.83 -0.92
C -4.506287 0.413479 -2.171838 4.09 -8.98 -3.50
C -5.578431 1.133590 -1.768466 -5.29 -7.51 8.35
C -5.445746 1.174012 0.188369 -3.77 -1.16 -7.10
C -5.561403 -0.224534 0.492314 1.69 -2.18 3.65
H -5.442593 -0.175178 1.638732 0.65 -1.20 -1.38
H -6.475283 -0.733356 0.472182 -1.87 0.02 -0.82
H -4.612434 1.657272 0.415151 3.69 1.87 1.05
H -6.318168 1.728840 0.406160 -0.86 0.49 0.58
H -5.557724 1.994439 -1.975465 0.31 12.42 -2.94
H -6.705539 0.815454 -1.922036 2.51 -0.18 0.05
H -3.399235 0.555894 -2.021553 -1.55 1.03 0.22
H -4.596802 0.038090 -3.247669 0.29 1.14 0.72
H -3.724282 -1.989232 -1.896739 -2.98 2.11 0.15
H -5.591847 -1.546741 -2.005993 -2.26 -1.13 -0.62
H -2.909160 0.967703 2.213197 1.78 0.42 -3.75
H -1.241046 2.933499 1.830043 -0.12 5.26 4.74
H 1.875849 2.127745 -0.943723 -0.79 2.19 1.31
H 2.825596 4.858816 -0.180501 -0.52 2.51 0.30
H 3.616256 3.666414 -1.105734 3.40 -1.30 -4.74
H 2.101741 1.053859 1.742686 -0.05 -0.12 0.00
O 5.322023 -2.639290 -0.821240 -1.43 -5.32 -1.53
C 5.451375 -4.143166 -1.458218 3.63 2.65 7.09
H 4.605224 -4.430387 -2.005415 -0.92 -0.35 -0.74
H 6.459357 -4.014723 -1.888530 -0.94 -0.63 -0.32
H 5.668509 -4.740260 -0.215151 -0.98 1.14 -4.43
H 3.262560 -4.403029 -0.312872 -0.33 0.60 0.81
H 1.310521 -3.576998 1.080518 -1.06 -1.41 -0.13
H -0.638433 -2.387590 1.420755 1.38 0.95 2.29
H -0.986285 -1.334883 2.978731 2.90 -1.14 -1.43
```
Positions in Å, forces in eV/Å.

gap between HOMO and LUMO	6.860	eV
HOMO	-7.4	eV
energy relative to the best compared isomer or geometry (same formula, charge and spin)	552.4	kcal per mole
total charge	0
2S+1	1

(4)
C23H25ClKN5O4PS as an isolated structure, computed with ωB97M-V/def2-TZVPD.

Structure (XYZ):
```
61
Properties=species:S:1:pos:R:3:forces:R:3
K 0.161321 0.389648 -0.522386 0.36 -0.86 0.16
Cl -7.293148 -1.946232 0.183215 0.03 0.00 0.00
C -5.717648 -1.180794 0.096987 0.02 -0.04 0.00
C -5.633286 0.203330 -0.114029 -0.01 0.08 0.00
C -4.414576 0.816411 -0.173954 -0.03 -0.03 0.02
C -3.172572 0.102416 -0.029563 0.03 -0.10 0.10
O -2.069685 0.707535 -0.053287 -1.12 0.13 0.19
C -3.297425 -1.325540 0.167016 0.11 -0.12 -0.01
C -2.199583 -2.255307 0.319508 -0.12 0.15 0.02
N -0.937190 -2.034787 0.216752 0.11 -0.23 0.00
C -0.038347 -3.108814 0.421380 -0.05 0.18 -0.01
C -0.387009 -4.426281 0.617701 0.07 -0.11 0.00
C 0.573851 -5.440188 0.806877 -0.10 0.03 0.00
C 1.905596 -5.156675 0.798093 0.06 0.03 -0.01
C 2.325014 -3.821247 0.594021 0.04 -0.09 0.03
C 3.694349 -3.463177 0.562757 0.01 -0.03 0.00
C 4.055114 -2.167069 0.359588 -0.06 0.07 0.01
C 3.027703 -1.211012 0.187380 0.10 -0.09 0.04
N 1.758273 -1.508047 0.211468 0.14 -0.35 0.06
C 1.370667 -2.796701 0.408937 -0.07 0.08 0.00
C -4.575711 -1.916987 0.235297 -0.08 0.03 0.00
H -6.543767 0.780334 -0.223003 0.00 -0.01 0.00
H -4.342748 1.885836 -0.328600 0.01 0.00 -0.01
H -2.568618 -3.260892 0.552086 0.02 0.00 0.04
H -1.426157 -4.721080 0.625419 0.00 -0.01 -0.01
H 0.234456 -6.457808 0.957273 0.00 0.00 0.00
H 2.648080 -5.932919 0.939092 0.01 0.01 0.00
H 4.441323 -4.237340 0.698395 -0.01 -0.01 0.00
H 5.091330 -1.859647 0.325264 0.01 -0.01 0.00
H 3.278791 -0.165503 0.024036 -0.02 0.00 -0.02
H -4.650556 -2.986785 0.397674 0.00 0.00 0.00
C -1.456571 1.839443 5.385847 0.00 0.01 0.02
N -1.633590 2.424982 4.063400 0.02 -0.04 -0.01
C -0.583242 3.417820 3.850221 0.01 0.02 0.00
N 0.772722 2.903669 4.032451 -0.02 -0.05 -0.01
C 0.863568 2.300550 5.355693 0.00 0.01 0.01
N -0.132504 1.262751 5.622415 0.01 -0.02 -0.05
C 0.089195 0.094022 4.758737 0.00 -0.01 0.14
P -0.007010 0.438902 2.933566 0.02 -0.03 -0.03
C -1.600446 1.392543 3.018550 -0.08 0.06 -0.04
C 1.106743 1.930499 2.982048 0.05 0.08 0.00
H -2.212240 1.064832 5.535021 0.00 0.00 0.00
H -1.612459 2.625996 6.130340 -0.01 0.00 0.00
H -0.734872 4.229610 4.568161 0.00 0.00 0.00
H -0.674866 3.821553 2.840531 0.00 -0.01 0.00
H 0.725900 3.091127 6.099541 0.00 0.00 0.00
H 1.861647 1.874411 5.482972 0.00 0.00 0.00
H -0.647845 -0.673545 5.013051 -0.01 0.01 -0.01
H 1.071193 -0.329967 4.989650 0.01 0.01 -0.01
H -2.425161 0.692311 3.180845 0.01 -0.01 0.01
H -1.783219 1.844215 2.041381 0.03 0.01 0.01
H 1.086440 2.426005 2.007434 -0.01 -0.01 0.00
H 2.136810 1.592683 3.132889 -0.01 -0.01 0.00
C -0.592589 3.780559 -1.480637 -0.16 0.12 0.03
S 0.937974 2.921824 -1.742225 0.33 0.44 -0.22
O 0.575968 1.738267 -2.528301 0.16 0.38 -0.38
O 1.820221 3.849366 -2.419514 0.00 0.00 0.01
O 1.386637 2.549389 -0.387724 0.15 0.37 -0.06
H -0.974756 4.107426 -2.445723 0.02 -0.02 -0.01
H -0.396505 4.642264 -0.844964 0.01 0.00 0.00
H -1.304508 3.106092 -1.003696 0.02 -0.02 0.00
```
Positions in Å, forces in eV/Å.

gap between HOMO and LUMO	6.620	eV
HOMO	-4.6	eV
energy relative to the best compared isomer or geometry (same formula, charge and spin)	14.6	kcal per mole
total charge	-1
2S+1	1